# 1
C3H13NO4 | ωB97M-V with the def2-TZVPD basis set

Geometry as XYZ:
```
21
Properties=species:S:1:pos:R:3:lowdin_charge:R:1
C -1.751 0.807 -0.744 0.01
C -0.983 -0.062 -0.085 -0.25
N -1.085 -0.410 1.259 -0.02
C -1.819 -1.217 1.846 -0.04
H -2.698 1.143 -0.322 0.06
H -1.550 1.030 -1.776 0.04
H -0.148 -0.583 -0.527 0.07
H -1.923 -1.373 2.924 0.07
H -2.517 -1.962 1.379 0.09
O 1.092 1.115 2.164 -0.06
H 0.195 1.229 2.448 0.01
H 1.302 0.207 1.959 0.02
O 1.673 -2.570 -0.002 -0.07
H 1.064 -3.248 -0.352 0.05
H 1.632 -1.929 -0.722 0.01
O 0.416 -0.188 -2.582 -0.05
H 0.632 -0.572 -3.416 0.04
H 0.658 0.751 -2.618 0.04
O 1.285 2.497 -1.138 -0.06
H 0.585 2.360 -0.481 0.02
H 1.800 1.697 -1.007 0.03
```

HOMO level   -0.3248 Eh
SMILES string   C=CN=C.O.O.O.O
Orbital gap   9.17 eV
Lowest unoccupied orbital energy   0.329 eV

=====

# 2
C62H50AlClN10O | ωB97M-V with the def2-TZVPD basis set

Geometry as XYZ:
```
125
Properties=species:S:1:pos:R:3:lowdin_charge:R:1
Al -1.540 -1.662 1.092 0.53
C -2.927 -6.028 -4.795 -0.09
C -2.678 -4.668 -4.905 -0.08
C -2.558 -3.880 -3.774 -0.02
C -2.705 -4.432 -2.496 -0.15
C -2.931 -5.813 -2.401 -0.04
C -3.046 -6.597 -3.535 -0.08
C -2.518 -3.613 -1.291 -0.05
C -3.130 -3.840 -0.099 -0.20
C -4.207 -4.736 0.230 0.02
C -4.406 -4.651 1.562 0.02
C -3.451 -3.706 2.091 -0.18
C -3.196 -3.473 3.435 -0.08
C -3.928 -4.244 4.472 -0.20
C -3.893 -5.638 4.498 -0.04
C -4.598 -6.346 5.459 -0.08
C -5.340 -5.673 6.418 -0.09
C -5.379 -4.286 6.405 -0.08
C -4.678 -3.578 5.443 -0.04
C -2.272 -2.494 3.825 -0.17
N -1.698 -1.614 2.950 0.10
C -1.070 -0.641 3.722 -0.23
C -0.849 0.629 3.257 -0.05
C -0.281 1.598 4.230 -0.18
C 0.954 1.323 4.815 -0.04
C 1.511 2.198 5.735 -0.07
C 0.826 3.345 6.105 -0.09
C -0.423 3.606 5.561 -0.07
C -0.971 2.744 4.624 -0.04
C -1.199 1.071 1.943 -0.20
C -1.246 2.406 1.543 -0.01
C -1.449 2.420 0.174 -0.05
C -1.468 1.097 -0.270 -0.18
N -1.394 0.247 0.818 0.10
C -0.876 0.827 -1.665 -0.16
C -0.926 -0.542 -2.267 -0.16
C 0.738 -1.553 -1.095 -0.20
C -0.355 -2.431 -0.462 -0.08
C -1.591 -2.485 -1.327 -0.28
N -1.882 -1.429 -2.018 0.18
C -1.494 1.710 -2.764 -0.13
C -2.709 2.361 -2.549 -0.04
C -3.327 3.082 -3.562 -0.08
C -2.762 3.138 -4.825 -0.10
C -1.604 2.416 -5.075 -0.08
C -0.990 1.693 -4.065 -0.04
C -1.116 -1.040 5.097 0.04
C -1.868 -2.167 5.160 0.02
N -2.751 -3.142 1.052 0.09
H -3.017 -6.642 -5.682 0.10
H -2.577 -4.217 -5.884 0.10
H -2.365 -2.821 -3.871 0.10
H -2.965 -6.284 -1.430 0.11
H -3.214 -7.662 -3.435 0.10
H -4.778 -5.316 -0.475 0.12
H -5.140 -5.173 2.152 0.12
H -3.296 -6.167 3.765 0.12
H -4.566 -7.429 5.464 0.10
H -5.888 -6.224 7.171 0.10
H -5.965 -3.754 7.144 0.10
H -4.721 -2.496 5.424 0.12
H 1.462 0.399 4.569 0.09
H 2.484 1.981 6.158 0.11
H 1.253 4.022 6.834 0.10
H -0.978 4.483 5.867 0.10
H -1.958 2.931 4.222 0.12
H -1.110 3.272 2.168 0.10
H -1.483 3.289 -0.462 0.12
H 1.691 -2.101 -1.070 0.15
H 0.025 -3.441 -0.295 0.11
H -3.191 2.294 -1.585 0.10
H -4.261 3.589 -3.358 0.10
H -3.233 3.717 -5.609 0.10
H -1.179 2.399 -6.071 0.10
H -0.112 1.115 -4.307 0.10
H -0.690 -0.491 5.920 0.12
H -2.154 -2.712 6.044 0.12
N 2.410 -2.290 4.573 0.14
C 2.541 -1.929 3.483 -0.35
N 2.775 -1.576 2.237 0.15
C 2.135 -0.928 1.404 -0.13
N 1.818 -0.161 0.531 0.19
C 3.615 5.073 -4.302 -0.04
C 3.587 3.550 -4.100 -0.51
C 5.030 3.072 -3.893 -0.03
C 3.064 2.919 -5.402 -0.03
C 2.632 3.157 -2.918 -0.41
O 1.290 3.305 -3.348 -0.02
C 2.755 4.108 -1.696 -0.10
C 4.084 4.376 -0.968 -0.14
C 4.681 3.300 -0.095 -0.23
C 5.918 2.739 -0.398 -0.04
C 6.535 1.844 0.461 -0.10
C 5.918 1.521 1.657 -0.68
Cl 6.694 0.431 2.759 0.67
C 4.694 2.077 1.988 -0.11
C 4.075 2.948 1.107 -0.04
C 2.784 1.629 -2.608 -0.03
N 1.557 0.854 -2.441 -0.09
C 0.697 0.929 -1.300 -0.13
N 0.910 -0.253 -0.456 -0.08
C 0.449 -1.139 -2.589 -0.20
N 1.474 -0.311 -3.105 0.11
H 4.165 5.303 -5.216 0.09
H 4.116 5.585 -3.479 0.08
H 2.614 5.496 -4.418 0.09
H 5.646 3.432 -4.719 0.09
H 5.103 1.984 -3.873 0.09
H 5.459 3.459 -2.972 0.04
H 3.756 3.135 -6.218 0.09
H 2.086 3.316 -5.667 0.08
H 2.967 1.836 -5.318 0.09
H 1.147 4.214 -3.638 0.10
H 2.000 3.798 -0.971 0.11
H 2.422 5.085 -2.056 0.11
H 3.890 5.230 -0.313 0.13
H 4.837 4.709 -1.681 0.09
H 6.427 3.017 -1.314 0.10
H 7.497 1.412 0.218 0.11
H 4.233 1.855 2.938 0.10
H 3.117 3.380 1.383 0.12
H 3.440 1.513 -1.739 0.13
H 3.261 1.146 -3.457 0.10
H 0.915 1.803 -0.702 0.15
H 0.353 -2.024 -3.215 0.15
```

HOMO level (spin up / spin down)   -0.2311 / -0.2470 Eh
Orbital gap (spin up / spin down)   4.92 / 5.31 eV
Lowest unoccupied orbital energy (spin up / spin down)   -1.363 / -1.411 eV

=====

Question: Which formula does entry 2 have?
Answer: C62H50AlClN10O